# 1
Formula: C29H54AlO5
Source: the OMol25 dataset
Level of theory: ωB97M-V/def2-TZVPD

ORCA input file:
```
! wB97M-V def2-TZVPD RIJCOSX def2/J DEFGRID3
* xyz -1 1
C 0.33801 -3.82837 0.75414
C -0.51401 -3.06919 0.33303
Al -1.92418 -1.80698 -0.35739
C -1.54141 0.07547 0.24732
C -2.06964 0.42772 1.67325
C -2.97443 1.66450 1.75522
C -2.21954 2.98684 1.87721
C -1.45909 3.45833 0.61837
C -0.02321 3.96199 0.87008
C 1.03449 2.85178 0.78101
C 1.31868 2.12653 2.10836
C 1.52350 0.62282 1.95723
C 2.80007 0.25801 1.18818
C 2.80443 -1.22398 0.78159
C 3.93723 -1.55852 -0.21144
C -3.68959 -2.51174 0.27357
C -3.87998 -4.00350 -0.10795
C -5.04791 -4.18429 -1.09266
C -4.12959 -4.84976 1.14583
O -1.88047 -1.83271 -2.15555
C -0.61928 -1.80188 -2.76865
C 0.03793 -0.40329 -2.78903
C 1.44017 -0.34328 -2.15801
H 1.06193 -4.57902 0.97667
H -0.46640 0.28011 0.20394
H -2.04200 0.72322 -0.47932
H -2.62516 -0.42999 2.06496
H -1.22371 0.56897 2.35433
H -3.67099 1.67413 0.91118
H -3.59900 1.57051 2.65373
H -1.52987 2.93103 2.72265
H -2.94063 3.77144 2.13486
H -1.39950 2.66526 -0.12425
H -2.02405 4.27390 0.15700
H 0.19567 4.72665 0.11962
H 0.02547 4.44416 1.85246
H 0.74790 2.13356 0.00860
H 1.96840 3.31080 0.44211
H 2.20946 2.55836 2.57637
H 0.50037 2.29969 2.81304
H 0.66916 0.16180 1.45404
H 1.58535 0.17150 2.95450
H 3.66413 0.42254 1.83364
H 2.88044 0.88898 0.29870
H 1.83479 -1.49136 0.35912
H 2.94034 -1.80585 1.69713
H 4.58036 -0.68946 -0.35922
H 3.53173 -1.83572 -1.18560
H 4.55239 -2.38922 0.13608
H -4.48947 -1.91204 -0.17581
H -3.77245 -2.40853 1.36039
H -2.98643 -4.40553 -0.59688
H -5.09627 -3.35538 -1.80090
H -4.93818 -5.10661 -1.67247
H -5.99985 -4.22760 -0.55637
H -5.11955 -4.62506 1.55167
H -4.09457 -5.92310 0.92691
H -3.37334 -4.62896 1.90111
H 0.07247 -2.51928 -2.30397
H -0.74666 -2.13495 -3.81112
H 0.14297 -0.09242 -3.83637
H -0.63094 0.32302 -2.32651
H 1.40402 -0.02252 -1.11379
H 2.07656 0.37273 -2.68248
H 1.91283 -1.32599 -2.17208
O 6.00984 1.59611 2.40403
C 5.79313 1.63243 3.57704
O 4.53979 1.76286 4.07903
C 4.57607 1.86594 5.50878
C 5.90123 1.23368 5.92210
C 6.78858 1.55811 4.72205
H 4.52071 2.92328 5.77859
H 3.70540 1.35331 5.91031
H 6.27393 1.61235 6.87185
H 5.78154 0.15308 6.01049
H 7.27058 2.53278 4.81492
H 7.54262 0.80369 4.51656
O -2.58896 -0.26109 -8.72678
C -2.45043 0.30767 -7.68281
O -2.59674 1.65263 -7.57226
C -2.28439 2.07729 -6.23215
C -2.47377 0.84158 -5.36442
C -2.09580 -0.27792 -6.32919
H -1.25268 2.43678 -6.22046
H -2.94691 2.89892 -5.96995
H -1.87913 0.86120 -4.45415
H -3.52191 0.74389 -5.07941
H -1.02408 -0.48597 -6.31751
H -2.63849 -1.20289 -6.15803
*
```

Calculated values
HOMO level = -4.8 eV
LUMO energy = 2.08 eV

Mulliken atomic charge list, values in e, 8 entries: 0.25, -0.90, -0.68, 0.16, -0.08, -1.32, -0.73, -0.15

---

# 2
Formula: C29H54ClNO20S
Source: the OMol25 dataset
Level of theory: ωB97M-V/def2-TZVPD

ORCA input file:
```
! wB97M-V def2-TZVPD RIJCOSX def2/J DEFGRID3
* xyz 0 1
N -1.94614 -4.73347 -4.16996
C -2.16808 -5.81095 -3.46532
O -2.32357 -7.05278 -2.70311
C -2.27423 -8.26116 -3.58612
C -0.86244 -8.33388 -4.47258
C 0.48135 -7.89064 -3.67375
C 0.71269 -8.52317 -2.19153
C 2.07560 -7.77521 -1.57394
O 3.24293 -7.98605 -2.44697
O -3.33558 -8.22163 -4.64774
S -4.87228 -7.90955 -4.00181
O -5.90631 -8.61284 -4.96540
O -5.29008 -6.42055 -3.95354
C -5.08560 -8.72401 -2.31856
C -4.03002 -10.01003 -2.33728
C -2.48099 -9.53566 -2.56855
Cl -1.50126 -11.05171 -2.96433
H -0.76836 -9.35488 -5.08527
H -1.02117 -7.51796 -5.33213
H 1.41033 -8.23422 -4.34037
H 0.54722 -6.71084 -3.64339
H -0.17392 -8.13013 -1.50485
H 0.84620 -9.68429 -2.14126
H 1.82162 -6.61483 -1.58377
H 2.26303 -8.06728 -0.45360
H 4.03196 -7.66464 -1.88731
H -6.20919 -9.09169 -2.20588
H -4.86707 -8.00750 -1.41371
H -4.08004 -10.50247 -1.25510
H -4.40751 -10.79763 -3.14974
H -2.09314 -9.16193 -1.50239
C -0.93862 -0.28749 -3.77073
C -1.58646 -1.27899 -2.81901
O -0.92109 -1.28610 -1.54960
C -1.18933 -0.23108 -0.73999
O -1.94150 0.69889 -0.99557
O -0.45816 -0.37024 0.39320
C -0.57052 0.73444 1.28829
H 0.13408 -0.48520 -3.86071
H -1.39650 -0.34828 -4.76189
H -1.04236 0.73998 -3.40897
H -1.49174 -2.28895 -3.23102
H -2.65771 -1.08102 -2.69340
H -1.61645 0.94951 1.52817
H -0.08391 1.61402 0.85553
H -0.05210 0.47369 2.21534
C 3.18168 4.81184 -1.60601
C 2.53384 3.82035 -0.65430
O 3.19921 3.81324 0.61511
C 2.93097 4.86825 1.42473
O 2.17880 5.79823 1.16915
O 3.66214 4.72910 2.55791
C 3.54978 5.83377 3.45301
H 4.25438 4.61413 -1.69599
H 2.72380 4.75105 -2.59718
H 3.07794 5.83931 -1.24425
H 2.62856 2.81038 -1.06630
H 1.46259 4.01831 -0.52868
H 2.50385 6.04885 3.69289
H 4.03639 6.71335 3.02025
H 4.06820 5.57303 4.38006
C 3.29288 2.12176 4.36923
C 4.36724 1.60784 5.31271
O 4.17274 2.11231 6.64006
C 3.17512 1.52820 7.35004
O 2.45129 0.62188 6.96197
O 3.09954 2.14089 8.55709
C 2.01480 1.68723 9.36435
H 3.24502 3.21477 4.39953
H 3.49529 1.80229 3.34320
H 2.30240 1.75308 4.65267
H 5.34472 1.96951 4.97737
H 4.41311 0.51220 5.31792
H 2.03375 0.59957 9.48445
H 1.06546 2.01188 8.92720
H 2.11403 2.14379 10.35322
C -1.34594 8.85856 6.30580
C -1.88979 7.80025 7.25064
O -1.01978 6.66268 7.30713
C 0.11372 6.82574 8.03451
O 0.44149 7.83739 8.63872
O 0.83634 5.68138 7.95479
C 2.10860 5.75997 8.59455
H -1.15232 8.42933 5.31780
H -2.05477 9.68480 6.20264
H -0.39645 9.26603 6.66604
H -2.85381 7.44233 6.87474
H -2.06496 8.20380 8.25513
H 2.01301 6.08398 9.63554
H 2.76340 6.43687 8.03707
H 2.55503 4.76158 8.58517
C -0.61117 4.18583 -9.25455
C -1.26785 2.81913 -9.15745
O -1.26081 2.33793 -7.80743
C -2.16890 2.90776 -6.97607
O -2.97954 3.77178 -7.27980
O -2.00571 2.37364 -5.74069
C -2.83515 2.96781 -4.74413
H 0.39456 4.16091 -8.82355
H -0.54411 4.50860 -10.29718
H -1.17559 4.94081 -8.69888
H -0.69443 2.10048 -9.75200
H -2.28806 2.82912 -9.55948
H -3.88939 2.94673 -5.03722
H -2.50734 3.99410 -4.55175
H -2.72341 2.39066 -3.82185
*
```

Calculated values
HOMO level = -10.5 eV
LUMO energy = -0.05 eV
SMILES = N#CO[C@]1(CCCCO)OS(=O)(=O)CC[C@H]1Cl.CCOC(=O)OC.CCOC(=O)OC.CCOC(=O)OC.CCOC(=O)OC.CCOC(=O)OC

Mulliken atomic charge list, values in e, 8 entries: -0.55, 0.51, -0.29, 0.78, -1.17, -0.49, -0.08, -0.47

---

# 3
Formula: C29H54ClPPb
Source: the OMol25 dataset
Level of theory: ωB97M-V/def2-TZVPD

ORCA input file:
```
! wB97M-V def2-TZVPD RIJCOSX def2/J DEFGRID3
* xyz 0 1
Pb -0.60623 0.93427 3.92838
Cl -2.02787 0.56892 1.74678
P -0.33542 0.18260 -0.90190
C -0.92506 2.94884 3.71840
H -0.47469 3.70507 4.39530
H -1.54013 3.35458 2.89228
C 1.00946 -0.59220 -1.98405
C -0.41322 2.01822 -1.31967
C 2.37624 0.02921 -1.64442
H 1.00605 -1.63019 -1.59518
C 3.51837 -0.76900 -2.28742
H 2.41477 1.06956 -2.00227
H 2.51915 0.06562 -0.55360
C 3.31834 -0.97675 -3.79251
H 4.46734 -0.25441 -2.10136
H 3.57891 -1.74790 -1.79323
C 1.91930 -1.49609 -4.14635
H 3.48992 -0.02458 -4.31242
H 4.07053 -1.67977 -4.16672
C 0.79173 -0.68202 -3.49494
H 1.78075 -1.49459 -5.23389
H 1.82852 -2.53885 -3.81137
H 0.77090 0.32493 -3.93384
H -0.17378 -1.15152 -3.72439
C -1.97624 -0.49325 -1.53018
C 0.00176 2.43556 -2.73010
H -1.48517 2.25446 -1.18374
C -0.21391 3.94112 -2.92327
H 1.06446 2.20313 -2.88777
H -0.56979 1.88756 -3.49247
C 0.51861 4.77529 -1.86625
H 0.12055 4.22793 -3.92746
H -1.29092 4.14912 -2.86772
C 0.22729 4.30972 -0.43491
H 1.59963 4.71469 -2.04991
H 0.23802 5.82881 -1.97358
C 0.38383 2.79529 -0.25629
H 0.88940 4.82810 0.26817
H -0.80271 4.58555 -0.16937
H 1.45007 2.52706 -0.33343
H 0.04008 2.50533 0.74713
C -1.95626 -2.02855 -1.54342
H -2.63228 -0.17342 -0.69941
C -3.34640 -2.59826 -1.85405
H -1.23619 -2.38832 -2.29521
H -1.61542 -2.40507 -0.56705
C -3.96679 -1.99096 -3.11763
H -3.27409 -3.68684 -1.96146
H -4.00597 -2.40196 -0.99708
C -3.92261 -0.45940 -3.12841
H -3.43513 -2.37363 -3.99853
H -5.00693 -2.32411 -3.20895
C -2.52923 0.10539 -2.82542
H -4.26036 -0.08196 -4.10058
H -4.61943 -0.07418 -2.37197
H -1.85290 -0.11652 -3.66438
H -2.59481 1.19971 -2.74918
C 0.23648 -2.41272 3.20645
C -0.21219 -1.96203 4.33137
H 1.28629 -2.27901 2.91530
C -1.60581 -2.23683 4.86074
H 0.45290 -1.43852 5.03837
C -2.44292 -3.14173 3.93181
H -1.54685 -2.71460 5.85078
H -2.15693 -1.29325 5.02341
C -2.10422 -2.94567 2.45424
H -2.23939 -4.18572 4.20095
H -3.51231 -2.96760 4.10032
C -0.59987 -3.15895 2.20855
H -2.69533 -3.63069 1.83096
H -2.36302 -1.91634 2.15721
H -0.38686 -4.23971 2.27287
H -0.33761 -2.85737 1.18345
C 3.95515 0.08872 2.94812
C 2.64356 0.22301 3.73243
C 2.85712 1.11440 4.95932
C 1.52545 0.75368 2.86997
H 4.30496 1.07064 2.60387
H 3.83190 -0.55647 2.07074
H 4.73777 -0.34774 3.57940
H 2.34794 -0.78417 4.07053
H 3.11758 2.13629 4.65102
H 1.95820 1.16855 5.58884
H 3.67682 0.72663 5.57762
H 1.30882 0.13619 1.99067
H 1.65835 1.80968 2.60294
*
```

Calculated values
HOMO level = -7.2 eV
LUMO energy = -1.97 eV

Mulliken atomic charge list, values in e, 8 entries: 0.86, -0.46, 0.27, -0.92, 0.31, 0.22, 0.11, -0.05

---

# 4
Formula: C29H55ClMnNOP2Si2
Source: the OMol25 dataset
Level of theory: ωB97M-V/def2-TZVPD

ORCA input file:
```
! wB97M-V def2-TZVPD RIJCOSX def2/J DEFGRID3
* xyz 0 5
Mn -0.05523 0.83447 -0.01145
C 1.72091 -0.73635 1.65898
C 2.44638 0.14293 0.83117
C 1.85801 1.45933 0.97868
Si 3.82990 -0.43450 -0.29511
C 0.76470 1.35019 1.93426
C 0.66694 -0.05885 2.30814
Si -0.47697 -0.93238 3.50557
H 1.96210 -1.79837 1.80289
H 2.26661 2.38347 0.58533
H 0.20948 2.17315 2.36545
Cl -2.99607 3.23862 -3.28523
C 0.05442 -2.68680 3.88976
C -0.57574 0.03921 5.09499
C 4.44716 -2.14633 0.16239
C 5.23826 0.77011 -0.18093
H 0.45051 0.14931 5.47684
H -1.16619 -0.50767 5.84479
H -1.00312 1.04132 4.96770
H 0.04770 -3.33620 3.00128
H -0.61888 -3.12147 4.64667
H 1.07345 -2.67413 4.30667
H 5.48576 0.84413 0.88953
H 4.99548 1.77053 -0.55835
H 6.11317 0.37655 -0.71929
H 4.89478 -2.10584 1.16790
H 5.21790 -2.48414 -0.55042
H 3.63579 -2.88648 0.17738
C -2.10370 -0.94139 2.53945
C 2.93175 -0.49353 -1.96561
P -2.29966 0.49420 1.42104
H -2.96328 -0.95713 3.22623
H -2.17474 -1.85574 1.92343
P 1.62381 0.80253 -2.15876
H 2.39920 -1.46249 -2.02078
H 3.61176 -0.49621 -2.83183
C 0.92034 0.47583 -3.84855
C 2.55551 2.40789 -2.33796
C -2.67417 1.93216 2.54867
C -3.91897 0.15446 0.58358
C -3.64092 -0.34193 -0.82989
H -4.38149 1.15191 0.53638
C -4.84331 -0.79466 1.34482
H -4.41603 -1.80182 1.42911
H -5.77693 -0.88052 0.77796
H -5.10605 -0.43917 2.34810
H -3.13651 0.41503 -1.44356
H -4.58633 -0.59072 -1.32306
H -3.00084 -1.23418 -0.82393
H -1.77884 2.01049 3.18660
C -3.89301 1.75104 3.45217
C -2.80356 3.20214 1.69615
H -3.79707 0.90026 4.13655
H -4.82976 1.66140 2.88663
H -3.97901 2.65050 4.07622
H -1.90059 3.40772 1.10303
H -2.96249 4.06823 2.35352
H -3.66896 3.13903 1.01703
H 3.13186 2.50829 -1.40366
C 1.53764 3.55448 -2.42378
C 3.53089 2.42507 -3.51266
H 4.30355 1.65090 -3.43057
H 4.05062 3.39222 -3.51968
H 3.01795 2.32803 -4.47834
H 0.88307 3.59534 -1.54154
H 0.91067 3.46593 -3.32597
H 2.06008 4.52005 -2.47728
C -0.38842 -0.29501 -3.69446
C 1.86864 -0.25387 -4.79550
H 0.70829 1.48198 -4.24081
H 2.08032 -1.26852 -4.43879
H 2.81527 0.27041 -4.96118
H 1.37606 -0.34324 -5.76984
H -0.21865 -1.25147 -3.18223
H -0.82190 -0.50027 -4.67980
H -1.13677 0.26733 -3.12106
C -1.90655 3.32592 -1.86064
H -1.55556 2.29437 -1.65496
H -1.09984 4.02106 -2.12412
H -2.49443 3.74940 -1.03727
O -0.60576 -1.43552 -0.72531
N -0.40897 -2.70234 -0.39252
C 0.84242 -3.22900 -0.44342
C 1.02031 -4.59467 -0.34583
C -0.01150 -5.39655 0.14165
C -1.25978 -4.80709 0.33899
C -1.45939 -3.46677 0.03578
H 1.67721 -2.54541 -0.60141
H 2.01216 -4.96883 -0.60839
H 0.17121 -6.44573 0.37096
H -2.10001 -5.36946 0.74454
H -2.42403 -2.97617 0.16081
*
```

Calculated values
HOMO level (alpha / beta) = -5.8 / -4.2 eV
LUMO energy (alpha / beta) = 0.06 / 0.02 eV
<S²> = 6.11

Mulliken atomic charge list, values in e, 8 entries: 0.57, -0.48, 0.72, -1.10, 0.12, -1.59, 0.76, -0.34

---

# 5
Formula: C29H55N2O10
Source: the OMol25 dataset
Level of theory: ωB97M-V/def2-TZVPD

ORCA input file:
```
! wB97M-V def2-TZVPD RIJCOSX def2/J DEFGRID3
* xyz -1 1
C -1.98929 -2.22691 7.08497
C -2.60046 -1.90218 6.10594
C -3.24302 -1.37520 4.85648
C -2.25782 -1.49126 3.63792
C -1.32092 -2.64787 3.88371
N -0.40375 -3.33931 3.97568
C -1.48685 -0.18584 3.32605
C -0.51283 0.03325 4.46303
N 0.37262 0.31592 5.14394
C -2.42559 1.06942 3.28715
O -1.90108 2.15443 3.57726
O -3.63416 0.93123 2.98759
C -0.76069 -0.33896 1.97147
C -1.75082 -0.20313 0.76835
C 0.39696 0.66413 1.74393
C 1.28568 0.18774 0.56522
C 2.10873 -1.07796 0.92917
H -1.27094 -2.19635 7.88270
H -4.09125 -2.04170 4.65885
H -3.54506 -0.34745 5.06572
H -2.84978 -1.79318 2.76394
H -0.32273 -1.34434 1.87220
H -1.51061 0.69646 0.18831
H -1.63089 -1.05599 0.07939
H -2.80057 -0.18442 1.08271
H 1.06592 0.77277 2.60618
H -0.06769 1.62401 1.47529
H 2.00679 0.96077 0.25606
H 0.66965 -0.02583 -0.32113
H 2.96127 -1.22396 0.25081
H 1.46269 -1.95709 0.77503
H 2.42959 -1.08924 1.97736
C -0.11237 -0.67280 10.40978
O 0.76074 -1.50797 9.66953
C 2.00495 -0.88630 9.37450
C 3.10811 -1.41668 10.26456
O 2.93577 -1.00216 11.61660
C 2.44237 -2.03528 12.44718
H -0.97964 -1.26725 10.69663
H 0.36772 -0.28890 11.31426
H -0.45026 0.16158 9.78699
H 1.92822 0.20092 9.45994
H 2.24319 -1.12591 8.33413
H 4.06367 -1.00612 9.92356
H 3.16440 -2.50715 10.19663
H 3.20242 -2.81325 12.58174
H 1.53212 -2.48017 12.03647
H 2.21233 -1.60143 13.42004
C 2.64893 -1.18075 -3.85579
O 1.38582 -0.98727 -3.24900
C 0.90483 0.34357 -3.38389
C -0.17795 0.43167 -4.43785
O 0.35089 0.22286 -5.74317
C 0.05630 -1.06454 -6.25757
H 2.87719 -2.24548 -3.81906
H 2.64701 -0.85679 -4.90090
H 3.42404 -0.63769 -3.30394
H 1.72254 1.03446 -3.61081
H 0.48010 0.62881 -2.41691
H -0.60346 1.43991 -4.42245
H -0.98193 -0.27824 -4.22370
H -1.01407 -1.15301 -6.47261
H 0.35749 -1.85392 -5.56402
H 0.61020 -1.18799 -7.18867
C 3.64287 0.78359 -11.64332
O 4.01404 1.31081 -10.38316
C 2.92499 1.37347 -9.46845
C 3.00140 0.26731 -8.43885
O 2.75813 -1.00617 -9.02784
C 3.93972 -1.76591 -9.20426
H 4.55117 0.64956 -12.22997
H 3.14300 -0.18340 -11.54267
H 2.98568 1.48334 -12.17103
H 1.96837 1.34000 -9.99782
H 2.99431 2.33739 -8.95510
H 2.21932 0.42888 -7.68986
H 3.96792 0.28315 -7.92672
H 4.34028 -2.07889 -8.23411
H 4.70118 -1.20266 -9.75038
H 3.68277 -2.65573 -9.77807
C -2.39592 2.89488 -1.97023
O -3.30752 2.19669 -1.14758
C -4.28370 3.04553 -0.55577
C -5.62131 2.90743 -1.24777
O -5.58833 3.44649 -2.56868
C -5.52360 2.44558 -3.56506
H -1.76959 2.15803 -2.47386
H -2.91185 3.49432 -2.72662
H -1.75393 3.54254 -1.36269
H -3.95060 4.08752 -0.56126
H -4.38938 2.73008 0.48741
H -6.36810 3.47848 -0.68793
H -5.93749 1.86055 -1.26351
H -6.46641 1.88853 -3.60945
H -4.69758 1.75215 -3.38424
H -5.36464 2.93770 -4.52468
*
```

Calculated values
HOMO level = -5.3 eV
LUMO energy = 2.01 eV
Energy relative to the best compared isomer or geometry (same formula, charge and spin) = 0.495 eV

Mulliken atomic charge list, values in e, 8 entries: 0.41, -0.75, -0.82, 0.26, -0.11, -0.62, 1.83, -0.63